{"formula": "C15H22O5", "method": "ωB97M-V with the def2-TZVPD basis set", "symbols": ["C", "O", "C", "C", "C", "O", "C", "C", "O", "C", "O", "C", "C", "C", "C", "C", "C", "C", "O", "C", "H", "H", "H", "H", "H", "H", "H", "H", "H", "H", "H", "H", "H", "H", "H", "H", "H", "H", "H", "H", "H", "H"], "positions_angstrom": [[1.16096, 1.20939, 1.99061], [0.03973, 0.43029, 2.38077], [0.29163, -0.51875, 3.38432], [1.29244, -1.61125, 2.98552], [0.82362, -2.35633, 1.75846], [1.67400, -3.31152, 1.19334], [1.42402, -2.16280, 0.43516], [0.58470, -2.28322, -0.82931], [1.37105, -2.51693, -1.96526], [-0.23705, -0.99710, -1.00621], [0.67956, 0.04915, -1.25841], [0.05063, 1.30101, -1.44320], [-0.77848, 1.37684, -2.70256], [-0.27341, 0.87251, -3.89481], [-1.02451, 0.93151, -5.05439], [-2.28521, 1.50435, -5.03577], [-2.79331, 2.01138, -3.85211], [-2.04590, 1.94215, -2.68914], [0.77163, 0.06550, 4.56081], [-0.16209, 0.90280, 5.21091], [0.77021, 2.17030, 1.65729], [1.69672, 0.73286, 1.16604], [1.83490, 1.36650, 2.83540], [-0.70181, -0.97079, 3.55707], [2.27332, -1.16729, 2.81668], [1.37767, -2.30218, 3.82588], [-0.22305, -2.65661, 1.79232], [2.27249, -1.48886, 0.34049], [-0.08134, -3.14666, -0.73677], [1.84545, -1.69744, -2.15776], [-0.81603, -0.78166, -0.09740], [-0.92583, -1.11116, -1.85461], [-0.57092, 1.53643, -0.56764], [0.87315, 2.02259, -1.49618], [0.70985, 0.42532, -3.90331], [-0.62449, 0.53232, -5.97465], [-2.87083, 1.55468, -5.94168], [-3.77695, 2.45714, -3.83229], [-2.44798, 2.33125, -1.76432], [0.35077, 1.31365, 6.07739], [-1.03675, 0.32740, 5.53432], [-0.49256, 1.71325, 4.55498]], "atomic_forces_ev_per_a": [[0.1, 0.0, 0.0], [-0.1, 0.0, -0.1], [0.0, -0.5, 0.1], [-0.3, 0.2, -0.1], [-0.4, 0.8, 0.2], [0.7, -1.2, 0.1], [-0.5, 0.6, -0.5], [-0.2, 0.5, 0.5], [0.4, -0.1, -0.4], [-0.2, -0.5, 0.0], [0.2, -0.1, 0.0], [0.1, 0.2, 0.0], [0.0, -0.1, 0.1], [0.0, 0.0, 0.1], [0.1, 0.0, 0.0], [-0.1, 0.0, 0.0], [-0.1, 0.1, -0.1], [0.1, 0.0, 0.0], [0.1, -0.2, -0.1], [-0.1, 0.1, -0.1], [0.1, 0.0, 0.0], [0.0, 0.0, 0.0], [0.0, 0.1, -0.1], [0.2, 0.1, 0.0], [0.1, 0.0, 0.0], [0.0, 0.0, 0.0], [0.0, -0.1, 0.0], [0.0, 0.0, 0.1], [0.0, 0.1, 0.1], [-0.1, 0.0, 0.0], [0.0, 0.0, -0.1], [0.1, 0.0, 0.1], [0.1, 0.0, -0.1], [-0.1, 0.0, 0.1], [0.1, -0.1, 0.0], [0.0, 0.0, -0.1], [-0.1, 0.0, -0.1], [-0.1, 0.0, 0.0], [0.0, 0.0, 0.1], [-0.1, 0.0, 0.0], [0.0, 0.0, 0.0], [0.0, 0.0, 0.1]], "nbo_charge": [-0.276, -0.557, 0.391, -0.467, 0.060, -0.477, 0.051, 0.051, -0.702, -0.094, -0.562, -0.096, 0.026, -0.226, -0.205, -0.213, -0.204, -0.241, -0.545, -0.254, 0.189, 0.181, 0.190, 0.153, 0.220, 0.230, 0.174, 0.182, 0.194, 0.473, 0.183, 0.186, 0.176, 0.200, 0.214, 0.215, 0.214, 0.213, 0.210, 0.196, 0.169, 0.179], "homo_ev": -9.41, "max_force_ev_per_a": 1.405, "total_charge": 0, "lumo_energy_ev": 0.8, "energy_ev": -26147.267, "homo_lumo_gap_ev": 10.18, "smiles": "COC(C[C@@H]1O[C@H]1[C@H](O)COCc1ccccc1)OC", "relative_energy_kcal_mol": 79.9}

***

{"formula": "C15H23BClN2O5PS", "method": "ωB97M-V with the def2-TZVPD basis set", "symbols": ["C", "O", "B", "O", "C", "C", "C", "P", "O", "C", "N", "S", "N", "C", "C", "Cl", "H", "H", "H", "H", "H", "H", "H", "C", "C", "C", "O", "C", "H", "H", "H", "H", "H", "H", "H", "H", "C", "C", "C", "O", "C", "H", "H", "H", "H", "H", "H", "H", "H"], "positions_angstrom": [[0.29647, 5.20372, 2.66597], [0.07275, 3.85066, 2.13311], [0.07781, 4.00436, 0.73742], [-0.85219, 4.87451, 0.09313], [1.07881, 3.20658, -0.26652], [2.24466, 3.99141, -0.83716], [3.14521, 3.34047, -1.77020], [4.54327, 4.36137, -2.48855], [4.72226, 3.90261, -3.92123], [2.93676, 1.90407, -2.15820], [3.66532, 1.13671, -3.04072], [2.92841, -0.36340, -3.06510], [1.64777, -0.16735, -2.00203], [1.75989, 1.13247, -1.56664], [0.81223, 1.82312, -0.60202], [-0.59451, 0.90787, 0.03659], [-0.57770, 5.88677, 2.46230], [1.17206, 5.62166, 2.07640], [0.51964, 5.13808, 3.76187], [-1.11943, 4.36953, -0.70402], [2.34685, 5.06301, -0.53375], [5.74565, 4.21637, -1.72396], [4.05653, 5.71653, -2.46614], [-2.53175, -3.78183, -1.89789], [-1.79004, -2.51296, -1.52750], [-2.65357, -1.44541, -2.17025], [-3.99902, -1.94037, -2.16500], [-3.97982, -3.33182, -1.82122], [-2.31288, -4.62627, -1.24310], [-2.28371, -4.07119, -2.92408], [-1.78901, -2.38800, -0.44224], [-0.75588, -2.49030, -1.87451], [-2.36358, -1.27325, -3.21288], [-2.61079, -0.49426, -1.63555], [-4.37270, -3.43168, -0.80343], [-4.62953, -3.88694, -2.50096], [-0.35057, -4.05868, 3.66640], [0.54094, -2.90114, 3.26121], [0.13946, -2.68745, 1.81330], [-1.23984, -3.06928, 1.70489], [-1.62683, -3.75404, 2.90390], [-0.50667, -4.13768, 4.74276], [0.08035, -5.00038, 3.31314], [0.29117, -2.01537, 3.85297], [1.60572, -3.10267, 3.38256], [0.71907, -3.32910, 1.14085], [0.25959, -1.65003, 1.49351], [-2.28058, -3.08650, 3.47552], [-2.18805, -4.65448, 2.64704]], "atomic_forces_ev_per_a": [[0.1, 0.4, -0.4], [0.6, 1.5, -1.4], [-1.2, -0.3, -0.2], [0.9, -1.7, 0.6], [-0.1, -1.8, -0.3], [0.1, -3.3, -1.5], [-1.0, 1.0, 2.0], [-1.0, -1.8, -3.1], [0.2, 0.8, 1.8], [-0.9, -0.6, 0.3], [-2.2, -0.2, 1.8], [-0.5, 1.8, 1.1], [1.8, 2.6, -0.4], [-0.2, 0.3, 0.0], [2.0, 1.7, -0.8], [1.5, 1.1, -0.6], [0.8, -0.9, 0.4], [-0.7, -0.1, 1.1], [-0.2, 0.0, -1.2], [0.3, 0.9, 0.2], [0.0, -1.1, -0.4], [-0.7, 0.3, 0.2], [0.4, -0.6, 0.8], [0.1, -0.2, -0.3], [0.2, 0.1, 0.4], [-0.1, 0.1, -0.3], [0.2, -0.2, 0.1], [-0.2, 0.1, 0.2], [0.0, 0.1, 0.0], [0.0, 0.0, 0.0], [0.0, 0.0, -0.1], [0.0, 0.0, 0.0], [0.1, 0.1, 0.0], [-0.1, 0.0, -0.1], [0.0, -0.1, 0.0], [0.0, 0.1, 0.0], [0.1, -0.4, 0.0], [0.1, 0.3, 0.2], [0.0, 0.0, -0.3], [0.2, -0.1, 0.3], [-0.3, 0.2, 0.0], [0.0, 0.0, -0.1], [0.0, 0.0, 0.0], [0.0, 0.0, 0.0], [0.0, 0.0, 0.0], [0.1, 0.1, 0.0], [-0.1, -0.1, -0.1], [0.0, -0.1, 0.1], [0.0, 0.1, -0.1]], "nbo_charge": [-0.268, -0.730, 1.191, -0.904, -0.394, -0.161, -0.394, 1.470, -1.070, 0.185, -0.553, 0.889, -0.564, 0.062, 0.010, 0.033, 0.201, 0.163, 0.211, 0.502, 0.234, -0.053, -0.060, -0.429, -0.446, -0.065, -0.541, -0.066, 0.217, 0.196, 0.230, 0.218, 0.160, 0.180, 0.164, 0.179, -0.431, -0.431, -0.070, -0.546, -0.066, 0.218, 0.201, 0.202, 0.218, 0.166, 0.191, 0.166, 0.184], "homo_ev": -9.10, "max_force_ev_per_a": 3.714, "total_charge": 0, "lumo_energy_ev": -1.5, "energy_ev": -62467.625, "homo_lumo_gap_ev": 7.58}

***

{"formula": "C15H23BN6PtSi", "method": "ωB97M-V with the def2-TZVPD basis set", "symbols": ["H", "N", "B", "N", "C", "Pt", "H", "C", "H", "C", "H", "C", "H", "H", "H", "N", "N", "N", "N", "C", "C", "H", "H", "C", "C", "C", "C", "H", "H", "H", "H", "H", "C", "Si", "C", "C", "C", "C", "H", "H", "H", "H", "H", "H", "H", "H", "H"], "positions_angstrom": [[-1.95486, -1.71471, -0.37441], [-0.07048, -1.08440, -1.05027], [2.03457, -0.62364, -2.39871], [0.64559, -1.33995, -2.22116], [-0.06661, -2.17003, -3.03172], [0.58971, 0.11651, 0.71639], [0.34603, -2.45756, -3.98998], [-1.24516, -2.46993, -2.38694], [-2.04071, -3.09787, -2.74785], [-1.20707, -1.77913, -1.15372], [2.62235, -0.92513, -3.39426], [1.03490, 0.50640, 2.62793], [0.31862, 0.13719, 3.34691], [0.95539, 1.59307, 2.39737], [2.09843, 0.21542, 2.70739], [2.76238, -1.07431, -1.08179], [1.66855, 0.90083, -2.30336], [2.19574, -0.91666, 0.18098], [1.00567, 1.36436, -1.18114], [3.93134, -1.71814, -0.91759], [1.89605, 1.97944, -3.06689], [4.58483, -1.88478, -1.75310], [2.49607, 1.91143, -3.96159], [4.08985, -2.05962, 0.42700], [1.29864, 3.10104, -2.48292], [2.93882, -1.62264, 1.07324], [0.63663, 2.67217, -1.35648], [4.92354, -2.54565, 0.87344], [1.34248, 4.12508, -2.81490], [2.67909, -1.67968, 2.11524], [0.12679, 3.16920, -0.54174], [1.54433, 1.15195, -0.35673], [-4.52965, -0.69645, 3.62234], [-3.98139, 0.73306, 2.51695], [-5.34040, 1.17786, 1.29286], [-3.68686, 2.21710, 3.65297], [-2.41620, 0.30517, 1.56649], [-1.23905, 0.24842, 1.13212], [-5.39024, -0.44943, 4.26229], [-3.70150, -0.99282, 4.28057], [-4.80059, -1.57385, 3.02080], [-6.31368, 1.39014, 1.75952], [-5.04206, 2.06475, 0.71751], [-5.47518, 0.35396, 0.58027], [-2.81940, 2.02867, 4.29923], [-3.46756, 3.11756, 3.06419], [-4.54735, 2.43874, 4.30125]], "atomic_forces_ev_per_a": [[0.2, -0.1, -0.1], [-0.4, -1.3, -1.9], [-1.6, 1.1, 0.9], [-0.5, 0.0, 0.5], [0.6, 0.9, 1.1], [-3.1, -3.3, -1.6], [-0.1, 0.0, 0.2], [-0.3, 0.0, 0.4], [0.0, 0.0, 0.0], [0.3, 0.1, -0.7], [0.0, 0.0, 0.1], [1.1, 0.6, -1.0], [0.1, 0.1, 0.2], [0.1, -0.2, 1.1], [-0.7, 0.3, 0.8], [0.8, 0.5, 1.8], [0.7, -2.2, -0.1], [3.2, -2.0, -0.1], [-1.1, -1.8, 0.1], [-0.4, 0.1, 0.6], [0.6, 1.9, -0.9], [0.0, -0.1, -0.1], [-0.1, 0.0, 0.1], [-0.3, -0.1, -0.5], [0.1, 0.2, -0.6], [0.6, 1.2, -1.7], [-0.2, 1.6, 0.3], [0.3, -0.4, 0.1], [-0.1, -0.1, -0.3], [-0.1, 0.1, -0.1], [0.1, 0.1, -0.3], [2.4, 1.6, 0.2], [0.2, -0.2, -0.1], [-0.2, 0.1, 0.0], [0.1, -0.1, -0.2], [0.3, 0.0, -0.2], [2.3, 0.1, -0.5], [-5.1, 1.6, 2.7], [0.2, 0.1, -0.3], [-0.2, 0.0, -0.1], [0.1, 0.1, 0.1], [0.3, -0.1, 0.0], [-0.1, -0.2, 0.1], [0.0, 0.2, 0.1], [-0.2, 0.1, -0.1], [0.0, -0.2, 0.1], [0.1, -0.2, -0.2]], "lowdin_spin": [0.000, 0.082, 0.018, 0.010, 0.002, 0.696, 0.000, 0.001, 0.000, 0.005, 0.000, 0.022, 0.003, 0.021, -0.001, 0.005, 0.191, 0.016, 0.233, 0.000, 0.241, 0.000, 0.020, 0.001, 0.038, 0.002, 0.302, 0.000, -0.004, 0.000, 0.019, 0.033, 0.001, 0.005, 0.000, 0.001, 0.037, -0.004, 0.000, 0.000, 0.000, 0.000, 0.000, 0.000, 0.000, 0.000, 0.000], "homo_ev": [-5.03, -8.50], "max_force_ev_per_a": 6.021, "total_charge": 0, "lumo_energy_ev": [0.5, -2.0], "energy_ev": -36664.418, "spin_multiplicity": 3, "homo_lumo_gap_ev": [5.50, 6.50], "s2": 2.02, "relative_energy_kcal_mol": 80.4}

***

{"formula": "C15H23Cl3CrOPS3", "method": "ωB97M-V with the def2-TZVPD basis set", "symbols": ["Cr", "C", "C", "S", "C", "C", "S", "C", "C", "S", "H", "H", "H", "H", "H", "H", "H", "H", "H", "H", "H", "H", "Cl", "C", "C", "C", "Cl", "C", "O", "C", "Cl", "C", "H", "H", "C", "P", "C", "C", "H", "H", "H", "H", "H", "H", "H", "H", "H"], "positions_angstrom": [[0.39902, 0.27353, 0.13972], [-2.00937, 0.77831, 2.75292], [-1.63350, -0.55008, 3.40053], [-0.99755, -1.73998, 2.20606], [0.53093, -2.31674, 2.95456], [1.56750, -1.25650, 3.29666], [2.06562, -0.18934, 1.92525], [1.95837, 1.45519, 2.66491], [0.56735, 1.88800, 3.13162], [-0.71521, 1.67876, 1.87275], [-2.41998, 1.45878, 3.50015], [-2.79091, 0.64186, 2.00346], [-2.53036, -0.96094, 3.86588], [-0.91312, -0.41075, 4.20574], [0.93018, -3.03092, 2.23143], [0.31377, -2.88778, 3.85774], [2.47062, -1.73899, 3.66857], [1.20638, -0.60612, 4.09206], [2.34620, 2.13335, 1.90343], [2.66215, 1.49066, 3.49755], [0.60569, 2.94295, 3.40130], [0.26598, 1.34487, 4.02587], [2.15612, 3.52376, -5.97685], [1.39441, 2.87616, -4.55906], [2.11529, 2.06742, -3.70307], [1.45590, 1.58373, -2.59084], [2.34589, 0.51548, -1.47526], [0.13082, 1.85134, -2.25755], [-0.46531, 1.37246, -1.17612], [-0.54843, 2.66877, -3.16788], [-2.21124, 3.03938, -2.86231], [0.06526, 3.17589, -4.29896], [3.15001, 1.82449, -3.89828], [-0.49544, 3.80456, -4.97693], [-0.28784, -1.43518, -3.07107], [-0.61715, -1.67362, -1.30068], [-0.19989, -3.42783, -1.03579], [-2.43548, -1.66311, -1.25534], [-0.79788, -2.20185, -3.65705], [0.78189, -1.49008, -3.27463], [-0.64575, -0.45410, -3.38315], [-0.68553, -4.06427, -1.77825], [-0.53027, -3.74911, -0.04624], [0.87893, -3.57178, -1.10541], [-2.83974, -2.36367, -1.98841], [-2.79584, -0.66049, -1.49088], [-2.79846, -1.94646, -0.26817]], "atomic_forces_ev_per_a": [[-0.7, -0.3, -0.3], [-0.1, -0.1, 0.1], [-0.1, 0.1, 0.1], [-0.1, 0.0, -0.2], [0.2, -0.1, 0.1], [-0.1, 0.0, 0.2], [0.2, -0.2, -0.2], [-0.1, 0.2, 0.2], [0.2, 0.0, 0.2], [0.1, 0.3, -0.2], [0.0, 0.0, 0.0], [0.0, 0.0, 0.0], [0.0, 0.0, 0.0], [0.0, 0.0, 0.0], [0.0, 0.0, 0.0], [0.0, 0.0, 0.0], [0.0, 0.0, 0.0], [0.0, 0.0, 0.0], [0.0, 0.0, -0.1], [0.0, 0.0, 0.0], [0.0, 0.0, 0.0], [0.0, 0.0, 0.0], [0.0, -0.1, 0.1], [0.0, 0.1, -0.2], [0.0, 0.0, 0.0], [0.4, -0.3, 0.2], [0.1, 0.3, -0.3], [-0.3, -0.2, 0.5], [0.2, 0.1, -0.2], [-0.2, 0.2, -0.2], [0.1, 0.0, 0.0], [-0.1, 0.0, 0.0], [0.0, 0.0, 0.0], [0.0, 0.0, 0.0], [0.0, -0.1, -0.1], [0.2, 0.2, 0.2], [-0.1, -0.1, 0.0], [-0.1, 0.0, 0.0], [0.0, 0.0, 0.0], [0.0, 0.0, 0.0], [0.0, 0.0, 0.0], [0.0, 0.0, 0.0], [0.0, 0.0, 0.0], [0.0, 0.0, 0.0], [0.0, 0.0, 0.0], [0.0, 0.0, 0.0], [0.0, 0.0, 0.0]], "lowdin_spin": [3.747, 0.006, 0.002, 0.036, 0.003, 0.009, 0.022, 0.011, 0.006, 0.017, 0.000, 0.000, 0.001, 0.000, 0.000, 0.001, 0.000, 0.000, 0.002, 0.000, 0.000, 0.000, 0.001, 0.005, 0.000, 0.009, 0.042, 0.004, 0.046, 0.003, 0.001, -0.001, 0.000, 0.000, 0.002, 0.017, 0.003, 0.003, 0.000, 0.000, 0.000, 0.000, 0.000, 0.000, 0.000, 0.000, 0.000], "homo_ev": [-10.48, -10.68], "max_force_ev_per_a": 0.857, "total_charge": 1, "lumo_energy_ev": [-2.4, -2.6], "energy_ev": -125755.552, "spin_multiplicity": 5, "homo_lumo_gap_ev": [8.09, 8.09], "s2": 6.02, "relative_energy_kcal_mol": 5.5}